Density functional theory data (ωB97M-V with the def2-TZVPD basis set) for 3 unconnected molecules or ions with the total composition CH2BrNO4 at a distorted geometry.

## Properties
* F_max: 2.07 eV/Å
* ⟨S²⟩: 2.009
* spin multiplicity: 3
* ΔE to the lowest compared entry with this formula, charge and spin: 0.000 eV

Cartesian coordinates (Å):
C  2.0326  -1.3544  -2.8725
N  0.3096  -1.8742  1.9762
O  1.3488  -1.0474  2.3293
O  -0.8008  -1.3318  2.0323
O  2.7736  -2.0394  -2.3146
O  1.4925  -0.6511  -3.6019
Br  -0.2077  1.0144  -0.2848
H  2.0970  -1.6246  2.4942
H  -1.3152  2.0520  -0.2603



Density functional theory data (ωB97M-V with the def2-TZVPD basis set) for a gas-phase ion, C4H8N3O3 (charge +1) at a distorted geometry.

## Properties
* F_max: 4.10 eV/Å
* SMILES: [NH2+]=C(N=O)ON1CCCO1
* total charge: +1
* ΔE to the lowest compared entry with this formula, charge and spin: 4.382 eV

Cartesian coordinates (Å):
N  3.1887  1.1381  0.1123
C  2.1180  0.3051  0.1089
N  1.8883  -0.9077  -0.6876
O  2.2515  -1.9780  -0.3521
O  0.9346  0.7030  0.4568
N  0.0010  -0.3874  -0.0845
C  -1.0200  0.2629  -0.9792
C  -2.3301  -0.0520  -0.2759
C  -1.8290  -0.6607  1.0930
O  -0.4772  -1.1045  0.8309
H  4.2188  0.7993  0.0239
H  2.8767  2.0646  0.2121
H  -0.9795  -0.1416  -1.9980
H  -0.7992  1.3035  -0.9722
H  -2.8586  0.9320  -0.1046
H  -2.9870  -0.7783  -0.7212
H  -1.8623  0.0022  1.9153
H  -2.3348  -1.5006  1.4220



Density functional theory data (ωB97M-V with the def2-TZVPD basis set) for 2 unconnected molecules or ions with the total composition C4H9NOS at a distorted geometry.

## Properties
* F_max: 3.53 eV/Å
* ΔE to the lowest compared entry with this formula, charge and spin: 7.225 eV

Cartesian coordinates (Å):
C  -1.3612  -0.0647  0.3151
C  2.4565  0.8285  -2.3104
C  -1.7080  -0.9761  1.1917
C  -0.6345  -1.7831  1.8926
N  0.2932  1.6401  -2.2377
O  1.2142  0.8343  -2.5648
S  0.5326  3.1743  -1.5698
H  -2.0674  0.3958  -0.3668
H  -0.3142  0.3173  0.4063
H  2.8422  1.6467  -1.6757
H  2.8980  -0.0341  -2.6450
H  -2.6531  -1.2974  1.3919
H  -0.2655  -1.2477  2.7911
H  0.1831  -1.8680  1.2097
H  -0.9953  -2.7482  2.2597
H  -0.7417  3.5910  -1.6039



The lowest ΔE to the lowest compared entry with this formula, charge and spin belongs to which entry? CH2BrNO4



What is the formula in the second record? C4H8N3O3



Which of these has the highest F_max? C4H8N3O3